No. 1
Formula: C19H30N4O2
Source: OMol25
Level of theory: ωB97M-V with the def2-TZVPD basis set

The geometry in XYZ format:
```
55
Properties=species:S:1:pos:R:3:forces:R:3
C -0.03162 -1.90825 -2.70995 0.261 -0.085 -0.084
C 1.39579 -1.57039 -3.12323 -0.176 0.246 0.095
C 2.07924 -0.58804 -2.17216 0.080 -0.447 -0.042
C 2.41242 -1.19855 -0.80819 -0.070 0.247 -0.231
N 3.28210 -0.32238 -0.04434 0.072 -0.083 0.074
C 4.14272 -1.00774 0.89777 -0.050 -0.135 0.171
C 3.42670 -1.77938 2.01264 0.156 0.175 -0.257
C 2.61691 0.85587 0.48518 0.184 0.251 -0.335
C 3.05553 2.12317 -0.26649 -0.409 0.057 0.254
C 2.07168 3.27802 -0.06576 0.360 0.040 0.099
N 0.76754 2.93864 -0.59311 0.151 0.097 -0.216
C -0.25965 2.58192 0.20710 -0.253 -0.077 -0.743
O -0.25369 2.76649 1.40796 -0.040 0.058 0.521
C -1.40966 1.91405 -0.53821 -0.221 -0.059 0.400
C -2.51378 1.43077 0.43274 0.181 0.379 -0.308
N -1.99916 0.61167 1.50170 -0.165 0.138 0.421
C -1.64700 -0.68732 1.22600 -0.056 -0.415 -0.119
C -0.67860 -1.37919 1.94658 -0.055 0.069 -0.135
C -0.43307 -2.71562 1.68502 0.044 -0.077 -0.006
C -1.14594 -3.38138 0.70233 -0.026 -0.092 0.003
C -2.11582 -2.70629 -0.02377 0.036 0.137 0.122
C -2.36531 -1.37008 0.23163 0.381 -0.047 0.208
N -3.34995 -0.66369 -0.46684 -0.186 -0.551 -0.108
C -3.54905 0.67203 -0.39636 -0.015 0.445 0.183
O -4.44095 1.22714 -1.00192 -0.037 0.173 -0.053
H -0.05381 -2.38367 -1.73325 -0.076 -0.028 0.081
H -0.64248 -1.00780 -2.66732 -0.119 0.109 0.042
H -0.48213 -2.58721 -3.43034 -0.137 -0.082 -0.030
H 1.37888 -1.13248 -4.12455 0.069 -0.074 -0.028
H 1.98448 -2.48852 -3.17601 0.078 -0.024 -0.075
H 1.43415 0.28259 -2.03822 -0.036 0.167 0.001
H 3.01518 -0.24936 -2.62115 0.015 0.096 0.051
H 1.48032 -1.42996 -0.26591 0.071 -0.080 0.000
H 2.94838 -2.13596 -0.97468 -0.022 -0.073 0.002
H 4.80308 -0.25660 1.33932 0.071 -0.071 -0.019
H 4.76759 -1.70130 0.32660 0.067 0.057 0.071
H 4.15778 -2.21281 2.69027 0.038 -0.086 0.122
H 2.77621 -1.11937 2.58184 -0.101 0.050 0.112
H 2.82248 -2.58058 1.59475 -0.095 -0.112 -0.002
H 1.52981 0.73889 0.40188 0.012 -0.029 0.076
H 2.84211 0.98551 1.54716 -0.072 -0.042 0.040
H 3.13407 1.89382 -1.32982 0.049 -0.030 -0.040
H 4.04340 2.42911 0.07709 0.107 0.001 -0.051
H 2.43805 4.18039 -0.56333 -0.027 -0.021 0.135
H 1.93332 3.48632 0.99705 0.039 0.095 -0.121
H 0.72534 2.71213 -1.57505 -0.152 -0.062 0.095
H -1.84202 2.61006 -1.25890 0.036 -0.015 -0.071
H -1.00820 1.05431 -1.08499 0.017 0.012 -0.057
H -2.99518 2.30868 0.87582 -0.035 -0.228 -0.165
H -1.37746 1.12271 2.11683 -0.061 -0.065 -0.161
H -0.12929 -0.85836 2.71677 0.072 0.069 0.105
H 0.31994 -3.23957 2.25426 0.070 -0.042 0.054
H -0.95372 -4.42368 0.50046 0.012 -0.096 -0.016
H -2.68360 -3.21692 -0.78800 -0.057 -0.051 -0.112
H -3.98305 -1.19139 -1.05424 0.020 0.210 0.045
```
Forces are in eV/Å.

For the energy above the lowest of the compared OMol25 structures with the same formula, charge and spin, the calculation gives 0.000 eV. The net charge is 0. For the energy, the calculation gives -1111.555181 hartree. The LUMO energy is 0.729 eV. Its strongest force on any atom is 0.79 eV/Å. For the frontier orbital gap, the calculation gives 8.517 eV.



No. 2
Formula: C19H30N4O4S
Source: OMol25
Level of theory: ωB97M-V with the def2-TZVPD basis set

The geometry in XYZ format:
```
58
Properties=species:S:1:pos:R:3:forces:R:3
C 5.13570 2.63282 -1.67231 -0.001 0.003 0.004
C 4.71946 1.40738 -0.91943 0.000 -0.001 -0.003
C 3.67618 0.51998 -1.27876 0.005 -0.009 0.009
C 3.60014 -0.46700 -0.31148 -0.008 0.013 -0.013
C 2.82044 -1.68605 0.00864 -0.031 -0.012 0.013
O 3.09482 -2.27840 1.05263 -0.004 0.003 -0.004
N 1.84379 -2.13928 -0.82018 0.013 -0.066 -0.063
C 1.08259 -3.32005 -0.42088 -0.017 0.041 0.033
C -0.24721 -2.95445 0.22442 0.016 -0.022 -0.004
C -1.12700 -2.00154 -0.59511 0.007 0.010 0.008
N -0.66869 -0.61451 -0.68013 -0.059 0.053 0.006
C -0.48639 0.01957 0.62195 0.038 -0.028 0.022
C -0.82412 1.50559 0.56279 -0.007 0.001 -0.007
N -2.17333 1.68953 0.05365 0.026 -0.060 -0.006
C -3.23052 1.76991 0.90019 0.001 0.067 -0.010
O -3.12867 2.04991 2.08013 0.007 -0.006 0.002
C -4.59622 1.53240 0.24442 -0.014 0.040 -0.015
C -5.72289 1.64400 1.27960 -0.008 -0.056 0.012
C -5.66819 0.38424 2.14649 0.009 0.022 0.010
S -5.09517 -0.92727 1.06015 -0.025 0.001 -0.026
O -3.84956 -1.45870 1.55882 0.011 -0.009 0.010
O -6.17476 -1.82104 0.73059 0.014 -0.008 0.002
C -4.72854 0.12729 -0.35030 0.002 0.000 -0.008
C 0.38045 -0.29875 -1.64425 0.002 0.015 0.028
C 1.33190 -1.44327 -1.98475 0.071 -0.016 -0.001
N 4.57033 -0.17882 0.60982 0.008 0.009 0.018
C 5.25539 0.93962 0.26452 -0.002 0.005 -0.005
C 6.35294 1.48118 1.11580 0.001 -0.007 0.003
H 6.17549 2.89184 -1.47041 0.001 -0.002 -0.003
H 5.03960 2.48120 -2.74795 -0.002 0.000 0.000
H 4.52722 3.50051 -1.40706 0.000 0.000 -0.002
H 3.06768 0.62744 -2.15936 -0.001 0.000 -0.006
H 0.91706 -3.91912 -1.32143 -0.010 0.004 0.009
H 1.69322 -3.89809 0.26655 0.008 0.002 0.003
H -0.81194 -3.87168 0.41328 0.003 -0.004 -0.021
H -0.05419 -2.50624 1.20194 0.003 -0.021 0.006
H -1.26448 -2.38389 -1.61144 0.002 -0.006 -0.004
H -2.11458 -1.98862 -0.12939 0.002 0.014 -0.006
H -1.17432 -0.45484 1.32605 -0.007 0.015 -0.007
H 0.53178 -0.10662 1.01859 -0.005 0.005 0.004
H -0.77629 1.94663 1.55592 0.006 -0.002 0.000
H -0.12683 2.04404 -0.08177 -0.005 0.007 0.009
H -2.33014 1.23674 -0.83420 -0.014 0.008 0.008
H -4.71858 2.27813 -0.54401 0.003 -0.001 0.001
H -5.60183 2.53301 1.89356 0.004 0.000 -0.001
H -6.68016 1.70277 0.75884 0.002 0.004 -0.001
H -4.92344 0.48017 2.93285 -0.007 -0.001 0.000
H -6.62938 0.07811 2.55104 0.000 -0.004 0.002
H -5.57617 0.06087 -1.03070 -0.003 0.005 0.004
H -3.83446 -0.27011 -0.82925 0.003 -0.006 0.008
H -0.04272 0.06658 -2.58951 -0.039 -0.035 0.009
H 0.96953 0.52114 -1.23124 -0.015 0.031 -0.034
H 2.14573 -1.07747 -2.61035 0.019 -0.004 0.027
H 0.80979 -2.19042 -2.58327 0.001 0.008 -0.010
H 4.70746 -0.77112 1.41433 -0.004 -0.003 -0.008
H 7.00419 2.12962 0.53227 -0.003 0.002 -0.002
H 5.96348 2.06777 1.95078 0.000 -0.001 0.000
H 6.96443 0.67737 1.52830 0.001 0.002 0.000
```
Forces are in eV/Å.

For the energy above the lowest of the compared OMol25 structures with the same formula, charge and spin, the calculation gives 0.642 eV. The net charge is 0. For the energy, the calculation gives -1660.208512 hartree. The LUMO energy is 0.515 eV. Its strongest force on any atom is 0.09 eV/Å. For the frontier orbital gap, the calculation gives 8.629 eV.



No. 3
Formula: C19H31B3ClO15P
Source: OMol25
Level of theory: ωB97M-V with the def2-TZVPD basis set

The geometry in XYZ format:
```
70
Properties=species:S:1:pos:R:3:forces:R:3
C -2.23582 6.97476 0.69360 -0.139 -1.385 0.718
C -2.49932 5.64572 1.16426 0.437 0.616 -1.180
B -3.88638 4.84803 1.06368 0.265 -0.497 -0.475
O -4.07341 3.74323 2.00596 0.936 -0.388 -3.241
B -4.06849 2.58346 1.12544 -0.663 0.161 0.554
C -3.01231 1.36225 1.21066 -0.586 -0.331 -0.065
C -1.72770 1.53142 0.26940 -0.641 -2.435 0.978
O -1.04922 2.80081 0.39194 1.024 0.725 -2.216
C -0.98324 3.51745 -0.81825 -3.568 0.748 -2.370
O -2.03518 3.63412 -1.50621 3.424 -0.689 2.294
C 0.29381 4.27464 -1.38917 0.764 -0.074 1.562
C 1.65167 4.03569 -0.58913 0.944 0.518 -0.527
O -5.10817 2.51633 0.12610 0.857 2.840 0.296
B -5.50845 3.81457 -0.33989 1.415 1.117 0.744
P -6.92568 3.82543 -1.67657 -0.851 -1.623 -1.222
O -6.07766 3.38994 -3.13213 -0.812 1.684 1.069
Cl -7.76776 5.75171 -1.86319 1.091 -0.460 -0.057
O -4.95167 5.07100 0.12220 0.710 -2.745 0.631
H -2.18425 7.22432 -0.42591 -1.710 0.188 1.819
H -2.01197 7.76767 1.49281 1.228 -1.252 -1.601
H -1.61281 5.07911 1.63162 -1.848 1.466 1.208
H -2.76387 1.11014 2.29674 -0.068 0.638 -1.589
H -3.56885 0.43356 0.81193 0.939 1.327 0.573
H -2.04188 1.23336 -0.77865 0.488 1.050 1.085
H -0.97462 0.72601 0.61060 -1.035 1.326 -0.474
H 0.45582 4.00259 -2.47871 -0.606 0.170 1.401
H 0.06934 5.39789 -1.34812 0.010 -1.678 -0.057
H 2.38399 4.86167 -0.92497 -1.080 -1.229 0.504
H 2.18690 3.05369 -0.86343 -1.106 1.346 0.564
H 1.56874 4.14489 0.54039 -0.148 -0.323 -1.503
H -6.16139 4.10880 -3.79462 0.181 -0.536 0.492
C -2.66275 -0.48131 6.81848 -0.222 0.263 -0.064
C -2.07200 -1.26881 5.66957 -0.395 0.283 1.128
C -0.61379 -1.00696 5.43079 0.536 -0.211 0.388
O -0.47782 -1.32386 4.04796 -0.462 0.072 -0.428
C -1.69246 -1.09676 3.47763 -0.240 0.031 -0.643
O -1.89627 -1.08476 2.29723 0.216 -0.170 0.878
O -2.64548 -0.87383 4.42389 0.548 -0.175 -0.728
H -3.75379 -0.48055 6.76345 0.104 -0.158 0.053
H -2.35796 -0.90453 7.77841 -0.020 -0.026 -0.120
H -2.34488 0.56459 6.78845 0.036 -0.104 -0.060
H -2.27410 -2.33725 5.80544 0.110 0.038 -0.073
H 0.03441 -1.63806 6.03991 0.020 -0.021 -0.237
H -0.32900 0.03974 5.57301 -0.177 -0.019 0.076
C 0.07483 -2.91937 0.63165 0.029 -0.250 0.014
C 1.14908 -2.66755 -0.40297 -0.792 0.056 0.999
C 0.63462 -2.11716 -1.70063 -0.200 0.606 -0.127
O 1.63373 -2.54553 -2.62227 0.334 -0.469 0.092
C 2.17585 -3.68243 -2.10554 0.393 -0.639 -0.339
O 2.91694 -4.41144 -2.69990 -0.558 0.570 0.340
O 1.75666 -3.88818 -0.82591 0.391 0.102 -0.839
H 0.44754 -3.57649 1.42128 0.074 0.180 -0.011
H -0.26060 -1.98356 1.08101 0.069 -0.127 -0.077
H -0.79314 -3.41780 0.19083 0.088 0.072 -0.054
H 1.93603 -2.03356 0.02170 -0.018 0.017 -0.133
H 0.55148 -1.02948 -1.69518 0.136 -0.088 -0.155
H -0.32337 -2.54684 -2.00802 0.021 -0.042 0.191
C 5.75720 -5.45357 -2.68678 0.039 -0.387 0.075
C 6.83382 -5.20161 -3.71897 -0.734 0.090 0.991
C 6.32172 -4.64959 -5.01696 -0.212 0.596 -0.151
O 7.32194 -5.07767 -5.93757 0.294 -0.426 0.113
C 7.86287 -6.21595 -5.42097 0.542 -0.717 -0.432
O 8.60366 -6.94416 -6.01394 -0.491 0.528 0.370
O 7.44079 -6.42206 -4.14116 0.317 0.133 -0.738
H 6.12794 -6.11173 -1.89686 0.107 0.176 -0.020
H 5.42143 -4.51732 -2.23733 0.035 -0.101 -0.101
H 4.89070 -5.95001 -3.12917 0.096 0.145 -0.007
H 7.62069 -4.56855 -3.29247 -0.005 0.023 -0.148
H 6.23934 -3.56201 -5.01059 0.128 -0.094 -0.153
H 5.36390 -5.07825 -5.32593 0.013 -0.032 0.216
```
Forces are in eV/Å.

The net charge is 0. For the energy, the calculation gives -2747.468172 hartree. The LUMO energy is -0.988 eV. Its strongest force on any atom is 4.35 eV/Å. For the frontier orbital gap, the calculation gives 7.349 eV.